The following is a DFT calculation (ωB97M-V/def2-TZVPD) of a cluster of 2 separate species, C2H9NOS2 in total.

Geometry as XYZ:
```
15
Properties=species:S:1:pos:R:3:nbo_charge:R:1
N -0.38413 0.53240 -0.52854 -0.87
C -0.84912 -0.90812 -0.52496 -0.24
C -0.74916 -1.65913 0.81390 -0.56
S 0.89658 -1.69856 1.65170 0.12
S 1.47058 0.19938 2.15066 -0.16
H -0.52922 0.92834 0.45061 0.35
H -0.98729 1.21227 -1.04373 0.37
H -1.85836 -0.87062 -0.87321 0.19
H -0.20092 -1.34495 -1.29883 0.19
H -1.49316 -1.12522 1.49763 0.22
H -1.09524 -2.71803 0.63200 0.25
H 1.15227 0.72084 3.30437 0.12
O 1.36730 2.35963 -2.40318 -0.97
H 1.73364 2.99269 -1.79426 0.47
H 1.52623 1.37907 -2.03415 0.50
```

Structure (SMILES) = NCCSS.O
M = 127.23 g mol⁻¹
Calculated total energy = -1007.91945 hartree
HOMO = -9.26 eV
Multiplicity = 1
Frontier orbital gap = 9.558 eV

---

The following is a DFT calculation (ωB97M-V/def2-TZVPD) of a structure of composition C34H27N3O2OsP.

Geometry as XYZ:
```
68
Properties=species:S:1:pos:R:3:nbo_charge:R:1
Os -0.18843 0.38313 0.64080 1.07
C -0.96868 1.78030 4.65930 -0.23
C -2.03913 2.64002 4.47104 -0.13
C -2.54074 2.81740 3.19533 -0.21
C -1.97140 2.13242 2.13317 0.20
N -0.94103 1.28356 2.33271 -0.39
C -0.44597 1.11921 3.56762 0.04
C -2.36886 2.25552 0.72664 0.02
C -3.43763 3.03525 0.32050 -0.21
C -3.73290 3.13943 -1.03320 -0.14
C -2.96066 2.47651 -1.97163 -0.23
C -1.89032 1.69575 -1.56424 -0.06
C -1.57278 1.54204 -0.21080 -0.28
H -0.53643 1.61702 5.63565 0.24
H -2.47499 3.17111 5.30635 0.24
H -3.36537 3.49116 3.01922 0.23
H 0.38572 0.43556 3.65648 0.24
H -4.04654 3.56714 1.03858 0.22
H -4.56685 3.75124 -1.35174 0.23
H -3.19133 2.57045 -3.02452 0.23
H -1.30774 1.19093 -2.31436 0.20
C -0.22477 -5.48917 -4.09350 -0.19
C 0.73529 -5.07261 -3.17954 -0.19
C 0.55463 -3.89893 -2.46641 -0.23
C -0.58548 -3.12099 -2.66390 -0.27
C -1.53728 -3.54332 -3.59114 -0.23
C -1.36250 -4.72557 -4.29803 -0.21
P -1.00252 -1.57916 -1.76848 0.87
C 0.63067 -0.77656 -1.46069 -0.45
C 1.61147 -1.34512 -0.62424 -0.17
C 2.94253 -0.94711 -0.69810 -0.25
C 3.31725 0.03573 -1.59469 -0.10
C 2.36893 0.63083 -2.42523 -0.24
C 1.05377 0.22518 -2.36403 -0.13
C -1.30576 -2.19925 -0.07166 -0.35
C -2.04324 -3.37026 0.11270 -0.22
C -2.36634 -3.79986 1.38579 -0.15
C -1.98048 -3.05669 2.50167 -0.23
C -1.28150 -1.88040 2.33187 -0.13
C -0.95709 -1.41558 1.04759 -0.13
H -0.08112 -6.40712 -4.64810 0.22
H 1.62665 -5.66574 -3.02198 0.22
H 1.31371 -3.59293 -1.75887 0.21
H -2.42092 -2.93905 -3.76187 0.22
H -2.11045 -5.04307 -5.01248 0.22
H 1.33889 -2.13985 0.05636 0.24
H 3.67507 -1.41353 -0.05278 0.23
H 4.35494 0.33943 -1.65955 0.22
H 2.66282 1.39774 -3.12884 0.23
H 0.34543 0.65218 -3.06121 0.22
H -2.33233 -3.96261 -0.74787 0.23
H -2.90945 -4.72683 1.51724 0.23
H -2.23229 -3.40122 3.49586 0.23
H -0.97337 -1.32275 3.20497 0.20
C 3.68461 4.43983 0.14746 -0.40
N 3.20215 3.16674 0.68005 -0.41
C 3.93572 2.43963 1.56003 0.13
C 3.51485 1.26429 2.08586 -0.41
C 2.23500 0.81864 1.65440 0.63
O 1.62272 -0.24484 1.96590 -0.67
N 1.52096 1.57066 0.80118 -0.63
C 1.92701 2.75986 0.25914 0.78
O 1.27127 3.42349 -0.51294 -0.61
H 4.72861 4.55983 0.42342 0.21
H 3.09837 5.26438 0.54881 0.22
H 3.58447 4.44329 -0.93453 0.23
H 4.89798 2.86358 1.81415 0.22
H 4.11319 0.68968 2.77331 0.25
```

Total charge = +1
M = 730.81 g mol⁻¹
Calculated total energy = -2058.42563 hartree
HOMO = -10.90 eV
Multiplicity = 1
Frontier orbital gap = 6.297 eV

---

Calculated energy relative to the best compared isomer or geometry (same formula, charge and spin), 116.6 60.5 kJ/mol (same order as the records).